The following is a quantum chemistry calculation of C20H15N2S4SeZn as an isolated structure, from the OMol25 dataset.

The geometry in XYZ format:
```
43
Properties=species:S:1:pos:R:3
Zn 0.263 -0.475 0.120
S 0.079 -2.779 -0.448
C -1.627 -2.721 -0.111
C -2.213 -3.801 0.552
C -3.539 -3.776 0.920
C -4.327 -2.674 0.621
C -3.785 -1.628 -0.102
C -2.450 -1.641 -0.471
S -1.778 -0.383 -1.548
C -2.418 1.209 -0.935
C -1.419 2.103 -0.254
C -1.798 3.414 0.020
C -0.880 4.259 0.615
C 0.380 3.778 0.907
C 0.669 2.442 0.647
C 2.024 1.967 1.083
S 2.602 0.283 0.673
C 2.610 -0.456 2.306
C 3.849 -0.871 2.773
C 3.984 -1.429 4.028
C 2.860 -1.546 4.835
C 1.623 -1.163 4.370
C 1.454 -0.640 3.080
S -0.151 -0.268 2.557
N -0.225 1.637 0.090
H -1.582 -4.645 0.784
H -3.963 -4.621 1.443
H -5.364 -2.648 0.927
H -4.418 -0.797 -0.383
H -3.260 1.015 -0.270
H -2.784 1.720 -1.827
H -2.785 3.768 -0.242
H -1.140 5.281 0.844
H 1.134 4.423 1.329
H 2.082 2.040 2.171
H 2.777 2.626 0.647
H 4.705 -0.755 2.127
H 4.949 -1.767 4.377
H 2.951 -1.961 5.828
H 0.742 -1.282 4.983
Se 1.111 2.312 -2.550
C 2.041 2.044 -4.037
N 2.652 1.875 -4.999
```

## Properties
**HOMO level**: -4.235 eV
**Net charge**: -1
**Total energy**: -181073.2227 eV
**2S+1**: 1